{"formula": "C24H31Br2MgN6O8", "method": "ωB97M-V/def2-TZVPD", "e_lumo_ev": 2.404, "fmax_ev_per_a": 1.34, "energy_ha": -7212.11223, "gap_ev": 6.9, "total_charge": -1, "species": ["Mg", "O", "C", "O", "C", "O", "O", "C", "C", "C", "C", "C", "C", "Br", "C", "C", "Br", "C", "O", "C", "N", "H", "H", "H", "H", "H", "H", "N", "C", "C", "C", "C", "N", "C", "N", "N", "C", "O", "O", "H", "H", "H", "H", "H", "H", "H", "H", "H", "H", "H", "H", "H", "H", "O", "C", "C", "C", "C", "C", "C", "N", "H", "H", "H", "H", "H", "H", "H", "H", "H", "H", "H"], "positions_angstrom": [[0.122, 0.092, 0.599], [0.899, -0.744, 4.288], [0.570, -0.083, 3.284], [-0.348, -0.406, 2.471], [1.431, 1.172, 2.894], [2.287, 1.585, 3.667], [1.167, 1.575, 1.712], [2.224, -0.628, -3.275], [0.751, -0.406, -3.510], [0.229, -0.374, -4.822], [-1.112, -0.196, -5.005], [-1.967, -0.075, -3.888], [-3.369, 0.070, -3.968], [-4.248, 0.176, -5.661], [-4.128, 0.147, -2.831], [-3.522, 0.098, -1.578], [-4.624, 0.212, -0.038], [-2.129, -0.006, -1.377], [-1.592, 0.005, -0.239], [-1.351, -0.112, -2.608], [-0.013, -0.253, -2.459], [2.736, -0.871, -4.207], [2.367, -1.453, -2.574], [2.696, 0.266, -2.858], [0.893, -0.486, -5.670], [-1.532, -0.148, -6.001], [-5.202, 0.249, -2.900], [2.302, -0.147, 0.074], [2.546, -1.315, 0.952], [3.997, -1.750, 1.019], [4.299, -2.956, 1.916], [3.963, -2.837, 3.409], [2.537, -2.812, 3.748], [1.691, -3.781, 3.414], [2.177, -5.001, 3.062], [0.378, -3.620, 3.544], [1.507, -2.398, 0.551], [1.832, -3.604, 0.629], [0.397, -1.915, 0.227], [2.696, -0.310, -0.846], [2.682, 0.711, 0.466], [2.274, -0.995, 1.958], [4.571, -0.884, 1.367], [4.352, -1.985, 0.010], [5.373, -3.149, 1.854], [3.772, -3.808, 1.488], [4.374, -1.914, 3.816], [4.446, -3.656, 3.951], [2.099, -1.926, 4.057], [3.112, -4.978, 2.691], [1.559, -5.507, 2.444], [0.049, -2.703, 3.737], [-0.235, -4.254, 3.064], [-0.358, 2.345, -0.298], [0.251, 3.178, -0.924], [1.252, 2.828, -1.992], [0.551, 3.125, -3.352], [-0.996, 3.167, -3.325], [-1.625, 4.490, -2.845], [-1.508, 4.733, -1.335], [-0.118, 4.524, -0.899], [1.480, 1.767, -1.896], [2.172, 3.407, -1.889], [0.854, 2.352, -4.060], [0.912, 4.077, -3.751], [-1.378, 2.345, -2.716], [-1.349, 2.978, -4.340], [-2.681, 4.502, -3.129], [-1.142, 5.322, -3.374], [-2.131, 4.035, -0.779], [-1.819, 5.746, -1.081], [0.520, 5.096, -1.436]], "atomic_forces_ev_per_a": [[0.0325, 0.5110, -0.3564], [-0.1264, -0.3662, 0.3110], [-0.2755, -0.0643, -0.2226], [0.3680, -0.0186, 0.7968], [-0.0769, 0.0470, -0.2374], [0.0203, 0.0186, 0.0208], [0.1242, -0.0472, 0.2349], [-0.0189, -0.0010, -0.1080], [0.0313, -0.0318, -0.0647], [-0.0064, 0.0095, -0.0094], [0.0389, 0.0265, 0.0179], [0.0823, -0.1096, 0.0037], [-0.0728, 0.0647, -0.0248], [0.0549, -0.0162, 0.0354], [0.1383, -0.0115, -0.0115], [0.0615, 0.0342, 0.0922], [0.0247, 0.0112, -0.0360], [-0.1956, 0.1165, 0.1300], [-0.7672, -0.1744, -0.3545], [0.0491, -0.1310, -0.1419], [-0.1085, 0.0266, 0.1261], [0.0103, -0.0072, 0.0106], [-0.0267, 0.0102, -0.0405], [-0.0152, -0.0258, -0.0522], [-0.0048, -0.0052, 0.0084], [-0.0124, -0.0360, -0.0099], [-0.0036, 0.0039, 0.0186], [0.4535, -0.1985, 0.1279], [-0.1332, 0.2281, -0.2722], [0.1519, 0.0022, 0.1043], [0.0849, 0.0113, -0.0018], [-0.0962, 0.1580, 0.0277], [-0.2802, -0.3653, -0.3222], [0.6364, 0.1346, 0.2222], [-0.2342, -0.1290, 0.0062], [0.4964, -0.8231, -0.0638], [-0.0550, 0.0046, 0.0405], [-0.2111, 0.1637, -0.1194], [0.2035, -0.6197, 0.0225], [-0.1013, -0.0139, 0.1222], [0.0412, -0.0696, 0.0599], [-0.1136, 0.0167, 0.0145], [0.0856, -0.0353, -0.0162], [0.0020, -0.0344, -0.0159], [0.0326, -0.0546, 0.0676], [0.1827, 0.0958, -0.1320], [-0.0050, 0.0365, 0.0132], [-0.0001, -0.0358, 0.0286], [-0.0920, 0.1040, -0.0416], [-0.0770, -0.0291, 0.0158], [0.0586, 0.0251, -0.0468], [-0.4020, 1.2741, 0.1196], [-0.0130, 0.0408, -0.0502], [0.0807, 0.0925, -0.0389], [-0.0621, -0.0064, -0.0846], [-0.0213, -0.0640, -0.0119], [-0.0259, 0.0083, 0.0789], [0.0535, 0.1068, 0.0551], [0.0657, -0.0326, 0.0543], [0.0986, -0.0620, -0.1186], [-0.1082, 0.0741, 0.0868], [-0.0170, 0.0984, 0.0401], [0.0060, 0.0062, -0.0115], [0.0181, 0.0211, -0.0026], [0.0132, 0.0068, -0.0123], [-0.0169, 0.0507, -0.0439], [0.0039, -0.0065, -0.0187], [0.0153, 0.0269, 0.0220], [-0.0313, -0.0050, -0.0246], [0.0141, -0.0106, 0.0322], [-0.0187, 0.0085, 0.0433], [-0.0086, -0.0344, -0.0927]]}

=====

{"formula": "C2H7S2", "method": "ωB97M-V/def2-TZVPD", "e_lumo_ev": 3.870, "fmax_ev_per_a": 4.01, "energy_ha": -876.77322, "gap_ev": 6.9, "total_charge": -1, "species": ["S", "H", "C", "C", "S", "H", "H", "H", "H", "H", "H"], "positions_angstrom": [[-2.388, -0.277, 1.248], [-2.458, -1.680, 1.250], [1.356, 0.760, -0.044], [0.514, -0.442, -0.300], [-0.873, 0.217, -1.465], [1.557, 1.428, -1.030], [2.332, 0.591, 0.492], [0.733, 1.465, 0.663], [0.875, -1.176, -1.032], [0.136, -0.883, 0.572], [-1.783, -0.003, -0.354]], "atomic_forces_ev_per_a": [[-0.8073, -1.4609, 1.1462], [0.0799, 1.3711, -0.0553], [0.6699, 3.2166, 0.2410], [-0.4527, 0.9473, -3.8692], [0.8052, -0.5281, 0.3648], [-0.3603, -1.7491, 2.2607], [-0.7115, -0.0632, -0.5350], [1.1488, -1.2105, -1.3305], [0.7967, -0.0027, 0.7820], [-0.8380, -0.5572, 1.0364], [-0.3306, 0.0367, -0.0411]]}

=====

{"formula": "C24H27IrN6O3S", "method": "ωB97M-V/def2-TZVPD", "e_lumo_ev": -0.866, "fmax_ev_per_a": 3.96, "energy_ha": -1987.44866, "gap_ev": 6.6, "species": ["Ir", "N", "C", "S", "N", "N", "C", "C", "C", "C", "C", "C", "C", "O", "H", "H", "H", "H", "H", "H", "H", "C", "N", "C", "C", "C", "C", "C", "C", "C", "C", "H", "H", "H", "H", "H", "H", "H", "H", "H", "H", "H", "H", "O", "C", "N", "C", "O", "C", "C", "C", "C", "N", "C", "H", "H", "H", "H", "H", "H", "H", "H"], "positions_angstrom": [[-0.774, -1.003, -1.083], [-4.393, -3.466, -2.011], [-3.155, -2.938, -1.880], [-3.003, -1.248, -2.243], [-2.187, -3.736, -1.563], [-0.940, -3.261, -1.411], [-0.033, -4.131, -1.075], [1.344, -3.871, -0.861], [2.136, -4.895, -0.318], [3.471, -4.724, -0.061], [4.070, -3.496, -0.357], [3.335, -2.467, -0.885], [1.947, -2.601, -1.158], [1.306, -1.625, -1.679], [-5.171, -2.835, -2.088], [-4.553, -4.390, -1.644], [-0.360, -5.162, -0.919], [1.657, -5.835, -0.079], [4.055, -5.523, 0.369], [5.122, -3.353, -0.154], [3.800, -1.520, -1.118], [1.246, 1.760, 3.065], [0.819, 1.585, 1.696], [1.650, 0.629, 1.005], [-0.610, 1.370, 1.530], [-1.123, 0.018, 1.975], [-1.429, -0.158, 3.319], [-1.897, -1.371, 3.787], [-2.082, -2.410, 2.894], [-1.791, -2.232, 1.552], [-1.286, -1.026, 1.050], [2.260, 2.163, 3.061], [1.255, 0.821, 3.636], [0.590, 2.469, 3.566], [2.667, 1.018, 0.966], [1.288, 0.484, -0.014], [1.684, -0.350, 1.499], [-0.818, 1.474, 0.462], [-1.129, 2.169, 2.072], [-1.323, 0.675, 4.003], [-2.138, -1.492, 4.833], [-2.462, -3.361, 3.239], [-1.971, -3.074, 0.895], [-1.717, 5.821, 1.368], [-1.102, 6.050, 0.135], [-0.795, 4.755, -0.418], [-0.120, 4.675, -1.585], [0.201, 5.668, -2.210], [0.210, 3.300, -2.060], [1.384, 3.131, -2.797], [1.684, 1.873, -3.279], [0.833, 0.822, -2.989], [-0.275, 0.963, -2.254], [-0.597, 2.192, -1.841], [-1.984, 6.662, 1.751], [-0.173, 6.637, 0.242], [-1.763, 6.585, -0.566], [-0.921, 3.974, 0.203], [2.010, 3.984, -2.998], [2.571, 1.700, -3.868], [1.039, -0.171, -3.354], [-1.559, 2.298, -1.354]], "atomic_forces_ev_per_a": [[-0.8493, -3.2583, -2.0837], [-0.3749, -0.1655, -0.0827], [0.9662, -0.0158, 0.0387], [1.4129, 1.0233, 1.3599], [-1.1446, -1.2106, 0.0916], [0.4655, 2.4085, 1.5893], [-0.5432, 0.2105, -0.1508], [0.6079, 0.8473, 0.1378], [-0.0203, -0.0154, 0.0211], [0.0306, -0.1089, 0.0327], [-0.0758, -0.0585, 0.0513], [-0.2487, 0.0699, -0.2366], [0.6550, -1.3754, 0.6415], [-1.3771, 1.8173, 0.4198], [0.0317, -0.0591, 0.0889], [0.0339, 0.0529, -0.0818], [-0.1540, 0.1735, -0.3206], [-0.0323, -0.1404, -0.0109], [0.0239, -0.0757, 0.0256], [0.0806, 0.0268, -0.0009], [-0.0281, 0.0928, -0.0044], [0.0247, -0.0525, -0.0453], [0.0086, 0.4460, -0.1140], [0.0138, 0.0384, -0.0302], [0.1219, -0.1950, -0.1115], [0.1274, 0.4017, -0.8195], [-0.1070, -0.2180, -0.0191], [-0.0554, 0.0203, 0.1830], [0.0198, 0.0971, 0.0758], [0.1050, -0.1319, -0.5409], [0.1540, -0.3221, -1.2821], [0.0423, 0.0147, 0.0912], [-0.0172, -0.0354, 0.0692], [-0.0025, 0.0757, 0.0767], [0.1202, -0.0185, -0.0672], [0.1140, 0.0057, -0.0044], [-0.0496, -0.1532, -0.0056], [-0.1045, 0.0162, 0.1429], [-0.0145, -0.0612, -0.0538], [0.0410, 0.0636, -0.0253], [-0.0056, -0.0311, 0.0791], [-0.0229, -0.0685, -0.0191], [0.0210, 0.0825, -0.0949], [-0.1772, -0.2180, 0.3146], [0.2319, 0.6756, -0.5425], [-0.1662, 0.0039, 0.1905], [-0.3147, -0.0981, 0.3629], [0.1721, 0.1402, -0.2042], [0.2484, -0.2714, -0.3692], [-0.3990, -0.2237, 0.1428], [-0.1012, 0.1487, -0.0625], [0.0968, -0.1369, -0.1925], [0.1066, -0.0836, 1.0192], [-0.0880, 0.4313, 0.0260], [0.0391, -0.0637, -0.0523], [-0.2192, -0.1380, -0.0286], [0.1444, -0.0686, 0.1671], [0.1321, -0.1949, -0.0153], [0.0885, 0.1388, 0.0176], [0.0203, -0.0658, -0.0625], [0.1098, -0.1136, 0.1400], [0.0812, -0.0759, 0.1379]]}

=====

{"formula": "C19H18N5O7", "method": "ωB97M-V/def2-TZVPD", "e_lumo_ev": 2.036, "fmax_ev_per_a": 4.41, "energy_ha": -1535.03307, "gap_ev": 6.0, "total_charge": -1, "species": ["C", "C", "N", "C", "C", "C", "C", "C", "C", "C", "C", "C", "C", "C", "O", "O", "H", "H", "H", "H", "H", "H", "H", "H", "H", "H", "H", "H", "H", "H", "H", "H", "O", "N", "O", "C", "C", "C", "N", "O", "O", "C", "C", "N", "O", "N", "C", "H", "H"], "positions_angstrom": [[3.950, 0.753, 1.279], [3.862, 0.404, -0.200], [2.934, -0.716, -0.473], [3.508, -1.906, -1.130], [3.927, -1.619, -2.557], [1.615, -0.654, -0.229], [0.967, 0.607, -0.007], [-0.344, 1.015, -0.008], [-0.762, 2.381, 0.242], [0.108, 3.330, 0.829], [-0.253, 4.672, 0.941], [-1.531, 5.085, 0.548], [-2.444, 4.133, 0.071], [-2.073, 2.797, -0.075], [-1.391, 0.220, -0.324], [0.983, -1.783, -0.193], [4.643, 1.592, 1.395], [2.983, 1.038, 1.705], [4.347, -0.093, 1.848], [3.546, 1.284, -0.782], [4.834, 0.077, -0.581], [4.387, -2.189, -0.538], [2.767, -2.704, -1.072], [4.315, -2.534, -3.006], [3.073, -1.274, -3.150], [4.710, -0.856, -2.578], [1.672, 1.436, 0.041], [1.071, 2.977, 1.197], [0.473, 5.384, 1.343], [-1.811, 6.135, 0.628], [-3.455, 4.435, -0.195], [-2.797, 2.077, -0.447], [-5.752, -3.812, -0.639], [-5.182, -3.286, 0.334], [-5.704, -3.249, 1.477], [-3.885, -2.657, 0.217], [-3.397, -1.947, 1.333], [-2.168, -1.316, 1.286], [-1.721, -0.505, 2.381], [-2.558, -0.129, 3.226], [-0.497, -0.230, 2.457], [-1.341, -1.163, 0.047], [-1.865, -1.991, -1.070], [-1.233, -2.306, -2.216], [-2.064, -3.270, -2.795], [-3.202, -3.534, -2.048], [-3.070, -2.721, -0.963], [-3.984, -1.876, 2.247], [-0.188, -1.511, 0.203]], "atomic_forces_ev_per_a": [[0.3275, 0.0174, 0.0639], [-0.7924, -0.2579, -0.4012], [1.0255, 0.5592, -0.2367], [-0.0586, 0.2090, 0.7533], [-0.1624, 0.1095, -0.1027], [-1.8239, -3.1179, 0.2517], [0.2727, 1.6985, -0.1612], [0.1159, -2.5590, -0.5800], [-0.3656, 1.8464, 0.3659], [-0.3230, -0.3079, -0.4387], [-0.0981, -0.2905, 0.0045], [0.0604, -0.4287, -0.0787], [0.3779, 0.1865, 0.1833], [0.3762, 0.1263, -0.0005], [0.5774, 1.7786, 0.1851], [4.0948, 1.4253, -0.8196], [-0.0834, -0.0477, 0.0867], [0.1674, -0.1211, -0.1119], [-0.1207, 0.0775, -0.0345], [0.2592, -0.1634, 0.0736], [-0.0869, 0.2061, 0.1072], [-0.0926, -0.1921, -0.0630], [0.1387, 0.1713, 0.0120], [0.0512, 0.0506, -0.0646], [0.1557, -0.0615, 0.0882], [-0.0589, -0.0657, -0.1669], [-0.3529, -0.1793, 0.1469], [-0.1522, 0.2653, -0.1065], [-0.3237, -0.1884, -0.0709], [0.0061, -0.2552, -0.0083], [0.1981, -0.0493, 0.0531], [0.2553, 0.0983, 0.0387], [1.0003, 0.6327, 0.8534], [0.0737, 0.2055, 0.6199], [0.2043, -0.2106, -1.2257], [-1.1217, -0.1685, 0.5653], [0.4241, 0.4152, -0.2369], [-0.5463, 0.4276, -0.3600], [-0.2124, -0.5192, 0.6156], [1.0698, -0.2592, -0.6154], [-1.5113, -0.0133, -0.0498], [0.2833, -1.1055, 0.9214], [0.9947, -0.5397, -1.3118], [-2.0386, -0.5169, 1.7726], [0.1328, 0.8884, 0.3817], [1.1083, 1.8854, 1.6245], [-0.8093, -2.2035, -2.0370], [0.1220, -0.1969, -0.3255], [-2.7388, 0.7381, -0.1606]]}

=====

Q: What is the formula in the first record?
A: C24H31Br2MgN6O8